{
  "formula": "C4H9O3",
  "method": "ωB97M-V/def2-TZVPD",
  "species": ["C", "C", "O", "O", "H", "H", "H", "C", "C", "O", "H", "H", "H", "H", "H", "H"],
  "positions_angstrom": [[0.535, -2.859, -1.168], [0.416, -1.512, -0.441], [-0.278, -0.616, -0.986], [1.063, -1.325, 0.621], [-0.487, -3.130, -1.449], [0.827, -3.715, -0.560], [1.197, -2.782, -2.041], [-1.005, 1.888, 0.996], [0.431, 2.105, 0.501], [-1.782, 1.079, 0.178], [-0.745, 1.354, 1.957], [-1.564, 2.769, 1.282], [0.950, 1.228, 0.131], [-1.261, 0.331, -0.255], [1.070, 2.239, 1.403], [0.634, 2.946, -0.171]],
  "lowdin_charge": [-0.048, -0.732, -0.088, -0.076, 0.057, 0.051, 0.064, -0.362, -0.111, -0.130, 0.102, 0.088, 0.044, 0.022, 0.065, 0.053],
  "spin_multiplicity": 1,
  "charge": -1,
  "e_homo_ha": -0.16380,
  "e_above_lowest_ev": 0.717
}

{
  "formula": "C5H6ClNO",
  "method": "ωB97M-V/def2-TZVPD",
  "species": ["O", "C", "C", "C", "C", "C", "N", "Cl", "H", "H", "H", "H", "H", "H"],
  "positions_angstrom": [[0.816, -0.253, 2.214], [-0.116, 0.496, 1.378], [0.528, 1.009, 0.211], [0.331, 0.430, -1.036], [-0.503, -0.700, -1.240], [-1.433, -1.015, -0.208], [-1.220, -0.421, 1.046], [-2.052, -0.996, 2.432], [1.530, -0.745, 1.776], [-0.451, 1.348, 2.158], [0.977, 2.029, 0.232], [0.728, 0.952, -1.833], [-0.555, -1.374, -2.094], [-2.347, -1.643, -0.207]],
  "lowdin_charge": [-0.080, -0.449, -0.064, -0.097, -0.097, -0.098, -0.485, 0.700, 0.095, 0.178, 0.121, 0.075, 0.090, 0.113],
  "spin_multiplicity": 1,
  "charge": 0,
  "e_homo_ha": -0.28877,
  "e_above_lowest_ev": 3.164
}

no.,HOMO-LUMO gap (eV)
1,8.73
2,8.30